Computed, not measured: a cluster of 4 separate species, C30H42BBrN2O2 in total at a distorted geometry, with the ωB97M-V functional and the def2-TZVPD basis.

For the LUMO energy, the calculation gives -0.02 eV. For the HOMO energy, the calculation gives -0.3302 Ha. The calculated total energy comes out at -109578.7552 eV.

XYZ file:
```
78
Properties=species:S:1:pos:R:3:forces:R:3:mulliken_charge:R:1
N -1.5110 2.3499 -1.5141 0.6 0.5 0.2 -0.456
H -0.6810 5.2617 -3.2179 0.1 0.0 -0.1 0.373
C -2.4490 1.9535 1.3815 0.1 0.0 0.7 -0.234
C 2.4433 4.3833 -4.2334 -0.1 0.1 0.0 -0.622
Br -5.4826 -2.3873 -1.4161 1.2 1.2 0.5 -0.176
C 4.9520 -6.8264 -1.0546 0.0 0.2 -0.2 -0.333
H -0.5326 -0.0588 -1.0553 -0.3 -1.5 1.5 0.114
C 2.8666 -0.0228 2.4424 0.3 0.6 -0.2 -0.940
H 4.3580 -3.4931 -1.3758 0.1 -0.3 0.0 0.330
H 5.3298 -0.3963 -0.9902 -2.6 0.5 -0.2 0.293
H -2.6348 0.1733 2.7960 1.7 0.7 -1.6 0.117
H -3.1352 2.4358 2.2274 1.4 -1.1 -1.9 0.282
C -5.8363 -0.6477 6.3587 0.0 0.0 -0.2 -0.372
C -4.0304 -1.0917 -0.8135 2.7 5.2 -2.6 0.341
H 3.7278 5.5901 -5.4732 -0.1 0.0 0.1 0.355
C 4.6841 -4.8566 -3.0122 0.0 -0.2 0.2 -0.485
N 1.7979 -0.3446 0.0298 2.6 -1.7 0.9 0.383
H 3.9610 -0.0791 -2.2840 0.3 0.1 2.2 0.279
H -0.4406 3.0224 1.8679 -1.7 0.0 -1.6 0.282
C 4.9497 -6.1750 -3.3809 0.0 0.0 0.1 -0.329
H -6.2413 -1.5732 2.6161 0.0 0.0 0.1 0.454
H -1.0819 -1.8586 -0.9501 1.0 1.9 1.2 0.206
C -0.6004 2.9074 -0.4426 1.0 1.3 0.1 -0.019
H -2.4262 2.8612 -1.5360 1.4 -0.6 -0.2 0.236
H -4.1133 -1.1427 1.4700 1.5 -0.9 -1.7 -0.196
H 5.0532 -6.4350 -4.4314 0.0 0.0 0.2 0.351
C -6.1284 -1.3133 3.6653 0.0 0.0 0.2 -0.336
H -5.5475 0.7212 3.2589 0.0 -0.1 0.1 0.452
H 4.0205 0.1207 2.2176 -2.4 -0.6 0.5 0.284
C 0.2824 5.3315 -3.7153 0.2 0.0 -0.1 -0.177
H 2.6321 -1.1657 2.6049 0.5 2.4 -0.3 0.207
C 4.5601 -4.5214 -1.6635 0.0 0.0 -0.2 0.040
C 1.8357 6.5526 -5.1053 0.0 -0.1 0.1 -0.392
H -0.2708 4.0050 -0.7729 -0.4 -2.1 1.0 0.274
H 2.7155 1.5482 0.7785 -1.5 -2.1 0.7 0.412
H 4.5748 -4.0903 -3.7747 0.0 -0.1 0.1 0.348
C -1.2794 3.0516 1.0427 -0.8 0.4 -0.4 -0.785
H 0.4050 2.2847 -0.3519 -2.3 1.0 -0.4 -0.078
C 5.0815 -7.1604 -2.4029 0.0 0.2 0.0 -0.435
O 3.5907 -2.1517 0.1366 -3.2 6.6 -2.3 -0.556
H -1.7874 4.1287 1.1164 1.1 -2.3 -0.2 0.364
C 2.7606 5.5161 -4.9834 -0.2 0.0 0.1 -0.329
B -1.8891 -0.6053 0.7795 -0.1 0.6 -0.3 -0.123
H -3.0640 -2.6127 0.7372 -0.9 2.1 -0.4 0.450
C 0.7450 -1.3721 0.3812 -0.9 -1.5 -0.2 -0.431
C 4.6957 -5.5062 -0.6854 0.0 -0.1 -0.2 -0.538
C -6.2216 -1.9382 5.9969 0.0 0.1 -0.1 -0.359
H 0.6482 -1.5655 1.5515 0.3 0.6 -2.4 0.193
C 1.2038 4.2909 -3.6011 0.0 0.2 -0.1 0.042
H 4.6006 -5.2445 0.3656 0.0 0.0 -0.2 0.371
H -6.4052 -2.6857 6.7647 0.0 0.1 -0.1 0.354
C -6.3726 -2.2702 4.6509 0.1 0.2 0.0 -0.491
H -6.6794 -3.2739 4.3695 0.1 0.1 0.0 0.368
H -0.1216 7.2714 -4.5622 0.1 -0.1 0.0 0.350
H 5.2851 -8.1885 -2.6908 0.0 0.1 0.0 0.347
H 2.0802 7.4324 -5.6953 0.0 -0.1 0.1 0.348
H 5.0521 -7.5943 -0.2926 0.0 0.1 -0.1 0.348
H -0.8252 0.6294 2.5239 -1.8 0.1 -1.1 0.343
C 0.5977 6.4618 -4.4698 0.1 -0.1 0.0 -0.459
C -1.8513 0.5305 1.9704 -0.8 -0.5 0.9 -0.428
C -3.3206 -1.4700 0.6474 -0.7 0.6 -0.7 -0.083
H 1.0124 1.1024 1.4511 2.1 -1.2 -0.4 -0.311
C 4.2137 -0.0255 -1.1424 0.1 0.3 0.6 -0.978
H 4.2000 1.1071 -0.7815 -0.2 -2.4 -0.9 0.282
H -5.7220 -0.3885 7.4080 0.0 0.0 -0.2 0.357
H 3.1621 3.5732 -4.1424 -0.1 0.1 0.0 0.374
H 0.9560 3.4073 -3.0180 0.1 0.1 -0.1 0.121
C -5.7394 -0.0239 4.0271 0.0 -0.1 0.1 -0.323
C -5.5974 0.3107 5.3735 0.0 -0.2 0.0 -0.428
C 3.1479 -0.9585 -0.2674 2.6 -3.6 1.1 0.414
H -3.1285 1.6720 0.4624 1.4 0.9 1.7 0.076
H -1.0404 2.3683 -2.4657 -1.0 0.2 1.7 0.201
H 2.6307 0.6089 3.3999 0.4 -1.3 -1.7 0.361
C 2.0589 0.6318 1.1716 0.0 1.3 0.4 -0.283
H 1.0058 -2.4421 -0.0794 -0.2 2.6 1.0 0.322
O -3.6976 -0.0199 -1.5542 -2.5 -7.5 5.1 -0.440
H -5.2997 1.3169 5.6552 0.0 -0.1 0.0 0.356
C -0.6926 -0.9372 -0.2986 -0.2 -0.9 -0.4 -0.230
```
Positions in Å, forces in eV/Å.

***

Computed, not measured: a structure of composition C47H62N3OP2RbSeSi2 at a distorted geometry, with the ωB97M-V functional and the def2-TZVPD basis.

Its total charge is -2. For the LUMO energy, the calculation gives 3.71 eV. For the HOMO energy, the calculation gives -0.0714 Ha. For the relative energy (zero: lowest compared OMol25 entry of this formula, charge and spin), the calculation gives 709.7 kcal/mol. The calculated total energy comes out at -156572.0083 eV.

XYZ file:
```
119
Properties=species:S:1:pos:R:3:forces:R:3:mulliken_charge:R:1
H 3.2749 4.7639 -2.4668 -1.7 -2.8 2.6 -0.011
C 4.6857 -1.2554 1.2137 3.8 -4.0 2.8 -0.615
C -4.4855 1.7543 2.4467 3.1 -3.5 -1.3 -0.842
H 4.1697 -2.3917 1.4219 1.3 3.0 -1.7 0.188
P -0.9290 -0.4004 1.9873 2.9 -1.2 -1.8 1.662
H -5.0247 0.8497 -1.7496 0.6 0.7 1.9 0.559
H 1.2663 -4.8552 -2.5076 -1.9 -3.0 -0.5 0.585
H -5.3648 -1.3245 2.7710 -3.7 -4.7 1.1 0.617
H -0.6804 2.2111 -6.4307 1.6 -2.5 1.0 0.295
C -2.9153 0.0776 -3.5334 -0.7 2.4 2.3 0.101
C -5.3645 0.6270 2.6647 -3.8 11.5 1.2 -0.341
O 1.2006 -1.8798 -3.9608 -0.7 -2.0 1.4 -0.495
H -1.2919 4.4865 -2.8726 1.8 -1.5 -3.3 0.379
H 2.4706 -3.9588 -2.6028 -1.2 1.2 0.5 0.260
H 2.4805 -0.8316 5.5577 -0.5 -0.4 -0.7 0.359
H 0.5703 -0.6998 7.4915 0.9 0.2 -0.5 0.330
C 1.4609 -3.8181 -5.0975 -5.9 -3.7 -0.9 -1.824
C -0.2292 0.8317 1.1319 1.8 1.5 0.6 -0.820
C 1.0874 5.4872 0.0475 -1.7 -3.3 2.1 -0.797
H 0.4917 -4.1246 -5.8421 1.3 1.3 2.6 0.219
C -1.0892 1.3214 -4.4683 3.5 4.8 -0.1 1.524
C 0.7586 4.1339 0.6424 3.4 1.6 -1.6 -0.745
H 0.9485 -4.6044 2.8691 -0.1 0.9 -1.3 0.343
H 0.6767 2.5482 -5.4850 -0.9 -2.5 0.8 0.218
C 1.4335 2.3319 3.7806 -5.7 -0.8 -5.7 0.102
H -3.6007 -0.1685 -1.0299 -1.7 0.4 0.6 0.193
C -3.5218 -0.8475 2.4100 0.5 8.8 -1.0 -1.366
C -1.6822 -4.3011 -3.3929 -0.2 0.0 0.5 0.037
Si -0.9752 -3.4217 1.8521 -1.2 -1.2 0.5 0.332
H -0.5832 3.7514 -4.7287 0.7 1.9 0.7 0.531
P 1.3804 1.3218 1.0882 0.8 -1.9 -2.9 0.533
C 0.6555 -4.2855 1.8040 3.5 -0.7 -0.1 -0.951
H 1.8084 6.4740 -1.6357 0.6 1.0 -0.6 0.467
C -0.8654 -0.1885 6.0327 1.8 -1.5 5.1 -0.180
H -1.7444 -0.6598 -6.4550 5.6 0.5 -7.7 0.775
C -2.2485 -0.5639 -5.6899 -7.1 -3.6 2.0 -2.272
C -4.0476 0.8523 -1.1918 5.8 -1.0 -3.1 -0.934
H 1.5322 -3.6420 1.3065 -1.8 -1.1 1.4 -0.061
H 3.8046 -0.6046 -3.0912 -1.1 -1.7 3.6 -0.050
C 0.8727 -0.7359 4.0795 0.6 -1.7 -5.0 0.259
C -2.5234 0.1721 2.0742 -8.2 -0.3 2.0 0.495
H -2.8176 -5.1615 1.8131 0.9 2.3 -2.9 0.162
C -2.1605 3.0521 -1.1196 2.8 2.3 2.5 -0.985
C 1.5022 3.0264 0.3228 -0.7 0.7 -2.1 0.301
C -2.1638 2.2021 -2.3348 2.0 -1.1 -4.0 0.155
H 0.5461 0.7878 -5.8528 1.6 -2.9 -1.5 0.586
C 1.1975 -3.1256 -3.8246 0.3 3.2 -3.3 0.780
H 0.7787 -5.2579 1.2787 -0.6 0.5 0.0 0.379
C 4.0730 -1.1962 -1.9198 1.4 12.1 -2.0 -1.275
C -4.8493 -0.5090 2.7108 5.4 -4.6 -1.1 -1.442
H 5.9120 -1.3803 0.6955 -3.3 -0.4 1.6 0.086
H -3.1734 -1.7350 2.4328 1.7 -6.4 0.3 0.985
C -2.9918 1.0581 -2.4854 -0.7 -0.1 0.8 -0.066
C 1.7779 5.5750 -1.0918 1.7 -3.9 -0.6 -0.428
H -2.4553 0.2718 4.6342 2.6 -1.4 0.2 -0.221
H 5.0699 -0.3928 -2.4288 -1.1 -2.8 1.8 0.091
H 0.7756 6.3173 0.6345 -0.7 0.8 -0.1 0.428
C -1.1542 2.4114 -3.4772 -3.0 -3.4 2.9 1.565
H -4.2166 -1.3316 -4.5169 -0.3 0.4 1.9 0.386
H 4.7724 1.7730 0.7051 1.2 -0.8 -0.6 0.212
N -1.5778 -3.3727 -2.6963 0.1 0.0 -0.3 -0.635
C -1.5152 -3.8113 3.7090 -4.1 3.9 0.4 -1.292
H -4.6485 2.7502 2.3102 -1.7 2.6 0.2 0.468
H -2.7769 -4.0171 3.5376 3.5 0.7 1.0 0.161
H -4.8989 -1.4114 -2.6089 3.8 1.5 -2.4 0.190
C 1.4149 -0.7632 5.2850 -0.6 1.0 6.3 -0.302
H 4.3990 1.2848 2.1963 -2.4 0.7 0.4 0.058
C 4.0895 1.9862 4.1279 0.7 0.7 -1.6 -1.179
N 2.4611 0.3771 0.1387 -1.6 1.6 1.8 0.424
C 2.1435 1.8470 2.6492 2.7 0.1 1.0 1.090
H 0.3037 3.9419 1.5346 -2.2 0.7 2.3 0.492
C -1.9260 0.2735 -4.5994 -4.7 -1.2 3.7 0.842
H -3.0399 3.5167 -0.6819 -0.8 0.3 -1.1 0.444
H -6.4250 1.0533 3.0349 2.0 -2.0 -1.1 0.109
C -2.3976 -4.3444 0.8754 -1.6 1.0 5.6 -1.019
C 1.8681 2.5373 4.9702 2.6 -1.0 7.4 -0.102
C 0.4859 -0.5115 6.4176 -1.2 -0.2 -2.9 -1.089
C -1.3445 -0.1401 4.8078 -2.2 1.1 -4.5 -0.151
H 3.1067 2.2306 -0.9911 -2.5 2.7 0.3 -0.658
H -3.2318 1.4726 -0.5913 -4.0 -0.8 0.1 -0.185
H -2.3599 2.1564 1.9652 1.7 3.1 -0.6 0.615
C -3.1315 1.5162 2.1000 -1.0 -4.8 1.2 -0.817
C -3.8908 -1.1281 -3.4203 1.0 -2.5 -1.9 -0.734
H 3.9643 2.7698 6.0293 -2.4 -1.1 -0.8 0.145
H -2.9846 -1.9289 -3.4333 -2.6 0.8 0.9 -0.054
H 1.2975 2.3337 5.9786 0.3 1.5 -2.3 0.205
C 2.3474 3.2095 -0.7912 4.2 -5.0 -0.8 0.493
H 1.5187 -1.0855 3.1754 -0.9 0.9 1.5 -0.146
H -1.6294 -0.2484 6.8269 0.5 0.7 0.0 0.265
H 5.4478 2.1121 -0.6917 0.1 2.6 -3.1 0.584
Rb -0.1855 -0.7415 -1.2566 0.2 -0.2 -0.8 1.053
H -2.4210 -1.6430 -5.6105 1.0 -0.3 1.9 0.530
C -0.0070 1.5814 -5.5908 -3.9 7.1 -0.1 -2.316
H 4.2387 -2.0979 -2.1773 1.5 -6.5 -1.4 0.956
C 1.2996 -3.8446 -2.6238 2.2 2.6 5.5 -0.427
H 5.0058 -1.2760 2.5402 -1.0 1.4 -4.1 0.179
C -0.5002 3.7536 -3.6250 -9.2 -0.9 -1.9 -1.101
H 1.8185 -4.7732 -5.2780 1.4 -2.2 1.2 0.548
H 6.1122 0.8126 -0.0721 3.1 -1.2 1.3 0.675
H 0.8658 -3.2912 -1.6127 1.5 -1.5 -2.8 -0.310
C 3.5515 1.7291 2.8238 0.5 -1.1 1.5 -0.258
Si 4.0399 -0.1115 -0.1832 -3.7 -1.3 -0.8 -0.197
H -1.3534 -3.0015 4.6826 -0.4 -2.4 -3.0 0.065
N -0.9205 -1.8812 1.2994 0.1 2.3 0.8 0.207
Se -1.8718 -5.8288 -4.3453 0.0 -0.1 -0.2 -0.386
H -3.5252 -0.8571 -6.2861 2.6 2.5 1.6 0.275
C 2.5470 4.2924 -1.5330 -0.7 7.3 -2.1 -0.362
H -1.0775 -4.7321 3.8762 0.8 -2.0 0.9 0.766
C 3.2537 2.3625 5.1758 4.0 1.4 0.6 -0.623
C -0.4654 -0.5088 3.7559 -0.9 1.1 0.7 0.686
H 0.2486 3.9669 -3.0914 6.9 1.1 3.1 0.044
H 1.8819 -3.2505 -5.7516 3.1 4.1 -3.6 0.555
C 5.2150 1.2655 -0.2054 -2.4 0.0 2.5 -1.392
H -2.2438 -4.9420 0.0316 0.0 -0.2 -1.6 0.618
H -3.1201 -3.3669 0.8830 1.2 -2.8 -0.7 -0.011
H 5.2589 1.9917 4.1148 -2.3 -0.1 0.8 0.238
H -1.9803 2.4160 -0.1032 1.2 1.2 -2.4 -0.526
H 0.2728 2.4657 3.6231 2.2 -0.6 0.1 -0.248
H -1.2939 4.0865 -1.2409 -2.5 -3.6 0.8 -0.218
```
Positions in Å, forces in eV/Å.